An isolated molecule of C4H7NO. Source: the Open Molecules 2025 dataset; level of theory: ωB97M-V/def2-TZVPD.

* energy: -286.47646 Eh
* net charge: 0
* relative energy (zero: lowest compared OMol25 entry of this formula, charge and spin): 407.46 kJ/mol
* orbital gap: 9.772 eV

```
13
Properties=species:S:1:pos:R:3:forces:R:3
C 1.370304 -0.919738 -0.346663 0.1 -0.4 -0.1
C 0.225307 -0.045829 0.008388 0.1 0.8 -3.1
C -1.263111 -0.355084 -0.180610 0.4 -0.4 -0.1
O -1.715474 0.917706 0.316362 0.8 0.8 -0.5
C -0.523519 1.410685 0.825330 -1.2 0.9 3.8
N 0.355347 0.611896 1.303175 -0.3 0.8 -0.5
H 2.295457 -0.336086 -0.333011 -0.2 -0.1 -0.1
H 1.189757 -1.346095 -1.333923 0.3 -0.1 0.0
H 1.473171 -1.717280 0.392662 0.0 0.0 0.0
H 0.224146 0.981047 -0.772746 0.7 -2.9 0.3
H -1.665883 -1.201238 0.384569 0.1 0.2 0.2
H -1.541769 -0.427924 -1.234786 0.0 -0.1 0.2
H -0.391567 2.476840 0.901713 -0.8 0.6 0.1
```
Positions in Å, forces in eV/Å.

Atomic partial charges in e from the natural (NBO) method, atoms 1 to 4: number 1, C, carries -0.609; number 2, C, carries -0.030; number 3, C, carries -0.116; number 4, O, carries -0.495



C4H7NO as an isolated structure. Source: the Open Molecules 2025 dataset; level of theory: ωB97M-V/def2-TZVPD.

* energy: -286.47263 Eh
* net charge: 0
* relative energy (zero: lowest compared OMol25 entry of this formula, charge and spin): 417.51 kJ/mol
* orbital gap: 9.360 eV

```
13
Properties=species:S:1:pos:R:3:forces:R:3
C 1.672797 0.046180 -0.405268 -0.4 -0.3 -1.6
C 0.341914 0.180996 1.359875 0.2 0.7 3.7
O 0.277775 1.182169 1.898239 -0.2 0.0 -0.3
C -0.807935 -0.620129 -0.054699 -1.1 -0.8 -1.9
C -2.060500 -0.134272 -0.050607 -0.1 -0.1 0.1
N 0.155401 -0.044966 -0.925188 2.1 0.8 1.6
H 2.070386 0.365395 -1.347857 0.9 -0.1 -0.6
H 2.037143 -0.957717 -0.153752 -0.4 0.2 -0.4
H 2.182521 0.719745 0.348503 -1.5 -0.2 -0.6
H -0.606383 -1.643402 0.246782 -0.1 0.1 -0.2
H -2.256787 0.917227 -0.251707 0.0 -0.2 -0.2
H -2.910484 -0.787758 0.088125 0.0 0.1 0.5
H -0.191455 0.884186 -1.178265 0.4 -0.2 -0.1
```
Positions in Å, forces in eV/Å.

Atomic partial charges in e from the natural (NBO) method, atoms 1 to 4: number 1, C, carries -0.496; number 2, C, carries 0.519; number 3, O, carries -0.528; number 4, C, carries -0.071



A 2-piece molecular cluster, C4H7NO overall. Source: the Open Molecules 2025 dataset; level of theory: ωB97M-V/def2-TZVPD.

* energy: -286.26869 Eh
* net charge: +1
* relative energy (zero: lowest compared OMol25 entry of this formula, charge and spin): 96.51 kJ/mol
* orbital gap (alpha / beta): 11.289 / 7.605 eV
* spin multiplicity: 2

```
13
Properties=species:S:1:pos:R:3:forces:R:3
C 1.726645 -0.640016 1.101194 1.3 2.6 -0.8
C 0.478480 0.019245 1.444304 0.0 -0.7 2.1
N -0.161391 0.421730 0.371756 2.7 -1.5 -0.4
C 0.560392 0.023618 -0.753628 -2.1 -0.7 1.1
C 1.721970 -0.564749 -0.315477 1.6 0.2 2.4
H 2.617474 -0.493443 1.854382 -1.8 -1.3 -1.7
H 0.084483 0.095273 2.486573 0.2 0.3 -1.2
H -0.991180 0.882810 0.315241 -3.3 1.3 -0.2
H 0.001563 -0.223739 -1.635236 0.2 0.9 -0.7
H 2.535020 -0.527628 -0.978499 1.2 -1.1 -0.6
H -3.354366 0.056079 -0.741921 0.3 0.4 -0.3
H -2.559994 0.322473 -2.030174 -0.2 0.2 0.1
O -2.659092 0.628350 -1.118519 -0.1 -0.6 0.2
```
Positions in Å, forces in eV/Å.

Atomic partial charges in e from the natural (NBO) method, atoms 1 to 4: number 1, C, carries -0.186; number 2, C, carries 0.209; number 3, N, carries -0.493; number 4, C, carries 0.185



A 3-piece molecular cluster, C4H7NO2 overall. Source: the Open Molecules 2025 dataset; level of theory: ωB97M-V/def2-TZVPD.

* energy: -361.79030 Eh
* net charge: 0
* relative energy (zero: lowest compared OMol25 entry of this formula, charge and spin): 237.75 kJ/mol
* orbital gap: 10.843 eV

```
14
Properties=species:S:1:pos:R:3:forces:R:3
C -1.380058 -1.109465 0.129114 0.0 0.0 0.1
C -0.587254 -0.776050 -1.107844 0.3 -0.2 -0.1
C 0.034554 1.845209 0.114394 0.0 0.0 0.3
N 0.605571 1.486652 1.185737 -0.1 0.3 -0.4
C 2.658306 -0.525417 0.472378 0.5 -1.4 0.3
O 2.837540 -1.622075 0.703396 -0.2 1.2 -0.2
O 0.594979 -0.994263 -1.235329 -0.6 0.0 0.0
H -0.839096 -0.774508 1.020062 0.0 -0.1 -0.2
H -1.497350 -2.197250 0.186354 0.0 0.1 0.0
H -2.373265 -0.651910 0.101257 0.1 -0.1 0.0
H -1.149715 -0.312700 -1.946392 0.0 0.0 0.1
H -1.047555 1.706785 0.028721 0.1 0.1 0.0
H 0.537357 2.274781 -0.759238 0.0 0.0 0.1
H 1.612331 1.643586 1.114943 -0.1 0.0 0.1
```
Positions in Å, forces in eV/Å.

Atomic partial charges in e from the natural (NBO) method, atoms 1 to 4: number 1, C, carries -0.744; number 2, C, carries 0.445; number 3, C, carries -0.055; number 4, N, carries -0.597



An isolated molecule of C4H7NO2. Source: the Open Molecules 2025 dataset; level of theory: ωB97M-V/def2-TZVPD.

* energy: -361.80407 Eh
* net charge: 0
* relative energy (zero: lowest compared OMol25 entry of this formula, charge and spin): 201.60 kJ/mol
* orbital gap: 10.581 eV
* SMILES string: [H]/N=C(/C)OCC=O

```
14
Properties=species:S:1:pos:R:3:forces:R:3
H 0.638478 2.803451 0.020119 -0.1 -0.2 -0.3
N 0.370866 2.213206 0.800520 0.6 0.3 0.4
C -0.001012 1.061584 0.520425 -1.4 -0.1 -2.3
C -0.501939 0.111965 1.555681 0.2 -0.3 -0.2
O -0.256197 0.722877 -0.909069 -0.4 1.2 2.3
C -0.416434 -0.626130 -1.272382 1.1 1.2 0.7
C 0.958521 -1.198915 -1.094547 0.7 -1.7 0.1
O 1.818045 -0.831435 -0.324048 -1.0 0.0 -0.8
H -0.459412 0.615278 2.517222 0.0 0.0 0.0
H -1.528835 -0.184629 1.344833 -0.1 0.0 0.0
H 0.119471 -0.780358 1.581526 0.0 -0.1 0.1
H -0.694183 -0.646721 -2.331720 0.0 -0.1 0.2
H -1.156119 -1.171616 -0.672723 0.0 -0.1 -0.1
H 1.108751 -2.088558 -1.735837 0.4 -0.1 0.0
```
Positions in Å, forces in eV/Å.

Atomic partial charges in e from the natural (NBO) method, atoms 1 to 4: number 1, H, carries 0.362; number 2, N, carries -0.669; number 3, C, carries 0.594; number 4, C, carries -0.710



An isolated molecule of C4H7NO2. Source: the Open Molecules 2025 dataset; level of theory: ωB97M-V/def2-TZVPD.

* energy: -361.81522 Eh
* net charge: 0
* relative energy (zero: lowest compared OMol25 entry of this formula, charge and spin): 172.33 kJ/mol
* orbital gap: 11.153 eV
* SMILES string: [H]/N=C1/CO[C@H](C)O1

```
14
Properties=species:S:1:pos:R:3:forces:R:3
H 2.098813 1.590412 0.175179 1.6 0.7 -0.9
N 2.487547 0.801781 -0.391225 0.3 0.8 0.8
C 1.516808 0.089849 -0.117985 -1.9 0.7 1.2
C 1.047512 -1.284523 -0.373407 -0.1 -0.1 -0.1
O -0.348549 -1.095795 -0.426104 -0.5 -0.2 0.1
C -0.698345 -0.061242 0.497279 -0.3 -0.5 0.0
C -1.879830 0.700283 -0.042318 0.0 0.0 -0.1
O 0.439542 0.746562 0.629892 1.0 -1.3 -0.9
H 1.396195 -1.678227 -1.326778 0.0 0.0 0.1
H 1.373365 -1.944492 0.445029 -0.2 0.0 -0.1
H -0.918633 -0.510194 1.472693 0.0 -0.1 0.0
H -2.181030 1.494013 0.646227 0.1 -0.1 0.0
H -2.714743 0.012000 -0.182248 0.0 0.1 0.0
H -1.618655 1.139579 -1.006234 0.0 0.0 0.1
```
Positions in Å, forces in eV/Å.

Atomic partial charges in e from the natural (NBO) method, atoms 1 to 4: number 1, H, carries 0.367; number 2, N, carries -0.616; number 3, C, carries 0.509; number 4, C, carries -0.155



A 2-piece molecular cluster, C4H7NO2 overall. Source: the Open Molecules 2025 dataset; level of theory: ωB97M-V/def2-TZVPD.

* energy: -361.81360 Eh
* net charge: 0
* relative energy (zero: lowest compared OMol25 entry of this formula, charge and spin): 176.59 kJ/mol
* orbital gap: 9.698 eV

```
14
Properties=species:S:1:pos:R:3:forces:R:3
O 2.416003 0.014935 0.103158 0.1 0.2 0.2
C 1.217585 0.007290 -0.647169 -0.3 -0.1 -0.3
C 0.044090 -0.261448 0.261446 0.1 -0.2 0.1
C -0.498085 -1.468620 0.425922 0.1 0.1 0.0
N -0.273390 0.854704 1.062320 -0.2 0.0 0.0
C -1.780452 1.143640 -1.485256 -1.2 -0.5 0.0
O -2.794975 0.659902 -1.339435 1.0 0.5 -0.2
H 2.196292 0.449569 0.939325 0.2 0.0 -0.1
H 1.075269 0.970996 -1.166395 0.0 -0.2 0.1
H 1.305928 -0.768802 -1.413082 0.0 0.1 0.2
H -0.097882 -2.332122 -0.093129 -0.1 0.1 0.0
H -1.307885 -1.636644 1.132060 0.1 0.0 -0.1
H -1.037296 0.677340 1.704642 0.1 0.0 -0.1
H -0.465199 1.689260 0.515594 0.2 -0.1 0.1
```
Positions in Å, forces in eV/Å.

Atomic partial charges in e from the natural (NBO) method, atoms 1 to 4: number 1, O, carries -0.707; number 2, C, carries -0.105; number 3, C, carries 0.138; number 4, C, carries -0.472



An isolated molecule of C4H7NO2. Source: the Open Molecules 2025 dataset; level of theory: ωB97M-V/def2-TZVPD.

* energy: -361.81163 Eh
* net charge: 0
* relative energy (zero: lowest compared OMol25 entry of this formula, charge and spin): 181.75 kJ/mol
* orbital gap: 10.289 eV
* SMILES string: O=CN1CC(O)C1

```
14
Properties=species:S:1:pos:R:3:forces:R:3
O 1.977559 1.087125 1.376121 0.1 -0.2 -0.4
C 1.864825 0.141803 0.624337 0.0 0.1 0.1
N 0.999887 0.083976 -0.448035 0.2 0.1 0.1
C 0.044239 -1.056061 -0.551947 0.0 -0.3 0.0
C -0.988904 -0.139915 0.116495 0.3 0.0 0.2
O -2.328523 -0.290173 -0.232991 -0.2 0.1 0.0
C -0.133411 1.029478 -0.407774 -0.2 0.3 0.0
H 2.501452 -0.753345 0.718104 -0.1 -0.1 0.0
H 0.318630 -1.988547 -0.051654 0.1 0.2 0.0
H -0.188103 -1.251069 -1.603731 0.0 0.0 0.1
H -0.837290 -0.206799 1.202577 -0.1 0.0 -0.1
H -2.854721 0.126386 0.459951 -0.1 -0.1 -0.2
H 0.039742 1.900067 0.224509 -0.1 -0.1 -0.1
H -0.415387 1.317076 -1.425965 0.0 0.0 0.2
```
Positions in Å, forces in eV/Å.

Atomic partial charges in e from the natural (NBO) method, atoms 1 to 4: number 1, O, carries -0.590; number 2, C, carries 0.524; number 3, N, carries -0.430; number 4, C, carries -0.231



C4H7NO2 as an isolated structure. Source: the Open Molecules 2025 dataset; level of theory: ωB97M-V/def2-TZVPD.

* energy: -361.68331 Eh
* net charge: 0
* relative energy (zero: lowest compared OMol25 entry of this formula, charge and spin): 518.67 kJ/mol
* orbital gap: 8.281 eV

```
14
Properties=species:S:1:pos:R:3:forces:R:3
C -0.176137 -1.326800 0.169317 1.5 -0.9 -0.1
C 0.764459 -0.189921 -0.090423 -0.1 0.3 0.3
C -0.727763 1.778047 -0.886129 0.0 0.0 0.1
N -0.035486 -2.279620 1.139355 -1.3 -0.2 1.5
C 0.027749 1.121031 0.241973 0.2 0.0 0.0
O 1.095217 -2.666008 0.461351 -0.7 1.1 -1.2
O 0.066888 1.574539 1.360332 -0.1 -0.1 -0.2
H 0.083191 -2.015687 2.120289 0.4 0.1 -0.2
H -1.114502 -1.333035 -0.386619 0.2 -0.3 -0.3
H 1.083587 -0.178502 -1.136945 -0.1 -0.1 0.0
H 1.643746 -0.284345 0.544067 -0.1 0.0 0.0
H -0.020500 2.113153 -1.649803 0.0 0.0 0.0
H -1.296254 2.629319 -0.518264 0.0 0.0 0.0
H -1.394197 1.057829 -1.368500 0.0 0.0 0.0
```
Positions in Å, forces in eV/Å.

Atomic partial charges in e from the natural (NBO) method, atoms 1 to 4: number 1, C, carries 0.266; number 2, C, carries -0.578; number 3, C, carries -0.724; number 4, N, carries -0.348



Q: Number 7 is which compound?
A: C4H7NO2